Run one
Density functional theory data (ωB97M-V/def2-TZVPD) for a cluster of 2 separate species, C5H12N2O in total.

```
20
Properties=species:S:1:pos:R:3:mulliken_spin:R:1
C 2.9399 3.6853 -3.4811 0.577
O 3.9030 3.7914 -2.6608 0.268
C -2.5292 -0.8792 -0.2180 0.055
C -1.8808 -0.3292 1.0519 -0.010
C -0.4021 -0.6525 1.1342 0.093
C -0.0105 -1.6854 1.8823 0.055
N 1.2806 -2.1728 1.9735 0.009
N 0.5090 -0.0750 0.2039 0.132
H 2.5426 2.7066 -3.8187 0.040
H 2.4071 4.5629 -3.9010 0.021
H -2.7590 -1.9436 -0.0398 -0.002
H -1.9397 -0.8904 -1.1324 -0.014
H -1.9375 0.7609 0.9304 -0.022
H -2.3759 -0.6214 1.9754 0.003
H -0.6408 -2.1064 2.6225 0.000
H 2.0397 -1.6534 1.5838 0.000
H 1.5029 -2.7399 2.7722 -0.015
H 0.0970 -0.2268 -0.7075 -0.070
H -3.4868 -0.4372 -0.4219 -0.016
H 0.7405 0.9060 0.2511 -0.104
```

Its spin multiplicity is 2. Its total charge is -1. The HOMO energy (alpha / beta) comes out at 0.77 / -2.96 eV. The calculation puts the LUMO energy (alpha / beta) at 2.910 / 2.864 eV. The calculation puts the HOMO-LUMO gap (alpha / beta) at 2.140 / 5.823 eV.

---

Run two
Density functional theory data (ωB97M-V/def2-TZVPD) for the ion C5H12N2O with charge -1.

```
20
Properties=species:S:1:pos:R:3:mulliken_spin:R:1
C -0.1147 0.1174 1.1853 -0.002
N 1.1025 -0.5774 1.6506 0.013
C 2.2911 -0.2094 0.9324 -0.054
N 2.2581 -0.5756 -0.4348 0.944
C -0.9769 -0.6799 0.2076 0.003
C -1.4229 0.4509 -2.0925 0.001
C -1.8886 0.3063 -0.6158 0.001
O -2.0878 1.4982 -0.0302 0.000
H 0.2113 1.0281 0.6779 0.004
H -0.6904 0.4612 2.0428 -0.004
H 1.3337 -0.4831 2.6288 0.003
H 2.4202 0.8972 0.9877 0.074
H 3.1490 -0.5864 1.5087 0.041
H 3.2025 -0.4222 -0.8056 -0.028
H -0.8510 1.3699 -2.2069 0.000
H -1.6275 -1.3591 0.7436 0.000
H -0.2484 -1.1843 -0.4249 0.002
H -2.3119 0.6169 -2.7059 0.000
H -0.8899 -0.4070 -2.5285 0.000
H -2.8582 -0.2618 -0.7201 0.000
```

Its spin multiplicity is 2. Its total charge is -1. The HOMO energy (alpha / beta) comes out at -2.11 / -2.11 eV. The calculation puts the LUMO energy (alpha / beta) at 3.482 / 2.729 eV. The calculation puts the HOMO-LUMO gap (alpha / beta) at 5.590 / 4.837 eV.

---

Which is most stable, and by how much? run one, by 36.4 kJ/mol.

---

Run one
Density functional theory data (ωB97M-V/def2-TZVPD) for the ion C5H9O with charge +1.

```
15
Properties=species:S:1:pos:R:3:mulliken_charge:R:1
C -1.6647 0.6054 -0.3987 0.050
C -0.2541 0.8494 -0.5477 -0.069
C -2.2055 -0.3148 0.3607 -0.955
C 0.4558 -1.4946 -0.1375 -0.423
C 2.0116 0.4631 0.3069 -0.607
O 0.6529 -0.1068 -0.0832 -0.010
H -2.2218 1.3571 -0.9284 0.366
H 0.0965 1.8324 -0.5024 0.306
H -3.2675 -0.5273 0.4908 0.285
H -1.5302 -0.8476 1.0435 0.375
H 1.4289 -2.0036 -0.1887 0.286
H -0.5257 -1.8296 -0.4819 0.439
H 1.9739 1.5291 -0.1367 0.264
H 2.0983 0.4859 1.3676 0.343
H 2.9516 0.0019 -0.1643 0.350
```

Its total charge is +1. The HOMO energy (alpha / beta) comes out at -13.05 / -13.93 eV. The calculation puts the LUMO energy (alpha / beta) at -4.940 / -5.198 eV. The calculation puts the HOMO-LUMO gap (alpha / beta) at 8.113 / 8.735 eV.

---

Run two
Density functional theory data (ωB97M-V/def2-TZVPD) for the ion C5H9O with charge +1.

```
15
Properties=species:S:1:pos:R:3:mulliken_charge:R:1
C -1.1143 -0.7733 0.4466 -0.594
C 0.2509 -1.0185 0.3331 0.346
C -1.8582 0.3629 0.1730 0.154
C -1.4510 1.3961 -0.5988 -0.986
C 2.4300 -0.3724 -0.0470 -0.651
O 1.0436 -0.0937 -0.0648 -0.255
H -1.7097 -1.4646 1.0379 0.320
H 0.6288 -1.9308 0.8488 0.336
H -2.7824 0.4072 0.6625 0.420
H -2.2043 2.1523 -0.5078 0.336
H -1.2531 1.2449 -1.6878 0.357
H -0.2990 1.5922 -0.4523 0.306
H 2.5703 -0.8815 0.9738 0.294
H 2.7290 -1.1034 -0.7824 0.338
H 3.0196 0.4826 -0.3349 0.278
```

Its total charge is +1. The HOMO energy comes out at -14.83 eV. The calculation puts the LUMO energy at -5.988 eV. The calculation puts the HOMO-LUMO gap at 8.840 eV.

---

Which is most stable, and by how much? run two, by 367.3 kJ/mol.

---

Run one
Density functional theory data (ωB97M-V/def2-TZVPD) for a cluster of 2 separate species, CH9N2O in total.

```
13
Properties=species:S:1:pos:R:3:mulliken_charge:R:1
O -2.8127 -0.9873 -1.3966 -0.663
H -3.2910 -0.1811 -1.4043 0.326
H 0.4630 -1.2748 0.7408 0.386
H -3.5007 -1.7019 -1.2828 0.343
N 0.3065 -0.6298 -0.1095 -0.429
C 1.1847 0.6933 0.2011 -0.246
N 1.5170 0.9535 1.4924 -0.523
H -0.6209 -0.4644 -0.1492 0.256
H 0.5927 -1.1748 -0.9497 0.384
H 0.6179 1.5489 -0.2131 0.325
H 1.9359 0.4439 -0.6133 0.335
H 2.4826 1.3139 1.4466 0.266
H 1.1249 1.4606 2.2377 0.238
```

Its total charge is +1. The HOMO energy comes out at -14.71 eV. The calculation puts the LUMO energy at -3.422 eV. The calculation puts the HOMO-LUMO gap at 11.288 eV.

---

Run two
Density functional theory data (ωB97M-V/def2-TZVPD) for a cluster of 2 separate species, CH9N2O in total.

```
13
Properties=species:S:1:pos:R:3:mulliken_charge:R:1
O -0.5690 -0.7997 -2.5239 -0.663
H -1.2520 -1.0891 -3.1193 0.306
H -1.2594 0.6428 -0.1376 0.369
H 0.1249 -0.4299 -3.0827 0.327
N -0.6826 -0.1274 0.1949 -0.319
C 0.1540 0.1608 1.3767 -0.349
N 1.3733 0.8273 1.0123 -0.557
H -1.2916 -0.9317 0.3914 0.361
H -0.2466 -0.3919 -0.7153 0.324
H -0.4293 0.8378 2.0020 0.341
H 0.3824 -0.7805 1.8704 0.349
H 2.2067 0.3361 1.3016 0.249
H 1.4891 1.7452 1.4295 0.261
```

Its total charge is +1. The HOMO energy comes out at -14.73 eV. The calculation puts the LUMO energy at -3.355 eV. The calculation puts the HOMO-LUMO gap at 11.374 eV.

---

Which is most stable, and by how much? run two, by 118.5 kJ/mol.